The following is a DFT calculation (the ωB97M-V functional and the def2-TZVPD basis) of a 2-piece molecular cluster, C3H5OP overall at a distorted geometry.

```
10
Properties=species:S:1:pos:R:3:forces:R:3
C -1.5282 -1.1148 0.0684 4.20 0.18 -0.18
C 0.3342 -0.1251 0.1696 -6.06 -1.86 -1.05
C 0.1589 1.2550 -0.2489 2.41 1.32 -1.61
O 2.7694 -1.0461 0.7457 1.27 0.64 -0.33
P 1.3409 -1.3040 0.9363 -0.84 -1.43 0.79
H -1.5727 -2.2543 -0.0558 0.15 1.92 0.41
H -2.2133 -0.4625 -0.4538 -0.13 0.01 0.01
H -0.3235 1.9021 0.4646 -0.06 0.10 0.58
H 1.2410 1.5417 -0.3658 -0.69 0.52 0.51
H -0.2068 1.6080 -1.2601 -0.25 -1.40 0.88
```
Positions in Å, forces in eV/Å.

Summary:
LUMO energy (spin up / spin down) in eV: -1.899 / -0.506
Relative energy (zero: lowest compared OMol25 entry of this formula, charge and spin) in kcal/mol: 111.6
Frontier orbital gap (spin up / spin down) in eV: 7.345 / 8.949
Total charge: 0
Electronic energy in Ha: -533.6806